191
Properties=species:S:1:pos:R:3:lowdin_charge:R:1 method="wB97M-V/def2-TZVPD" e_tot_ha=-4050.52942 e_above_lowest_ev=0.000 fmax_ev_per_a=4.44 total_charge=0 e_lumo_ha=0.017
C 3.464 2.387 -3.995 -0.07
C 4.149 2.130 -2.680 -0.42
C 5.618 1.887 -2.801 -0.21
O 6.118 1.520 -1.512 -0.24
C 7.510 1.705 -1.330 -0.09
N 4.023 3.350 -1.810 0.08
H 2.371 2.374 -3.917 0.05
H 3.707 1.563 -4.676 0.07
H 3.735 3.341 -4.464 0.08
H 3.696 1.235 -2.178 0.13
H 6.114 2.792 -3.168 0.13
H 5.814 1.104 -3.497 0.11
H 7.727 2.777 -1.226 0.09
H 8.050 1.360 -2.257 0.10
H 7.827 1.217 -0.428 0.07
H 4.368 3.185 -0.858 0.04
H 3.058 3.537 -1.602 0.03
C -5.580 -3.523 0.908 -0.05
C -4.250 -4.136 1.302 -0.45
C -4.512 -5.384 2.087 -0.28
O -5.516 -5.229 2.987 -0.18
C -5.778 -6.396 3.756 -0.08
N -3.458 -4.467 0.136 0.08
H -6.321 -3.266 1.629 0.07
H -6.021 -4.157 0.134 0.09
H -5.288 -2.606 0.383 0.05
H -3.783 -3.402 2.010 0.13
H -3.582 -5.705 2.601 0.10
H -4.776 -6.192 1.366 0.14
H -4.920 -6.637 4.425 0.09
H -6.064 -7.250 3.133 0.09
H -6.624 -6.176 4.361 0.07
H -3.507 -3.715 -0.519 0.05
H -2.485 -4.659 0.361 0.05
C 0.666 -6.856 3.263 -0.04
C -0.446 -5.899 2.743 -0.41
C -0.644 -4.716 3.691 -0.23
O -0.874 -5.143 5.018 -0.19
C -2.133 -5.739 5.177 -0.11
N -0.080 -5.206 1.474 0.04
H 1.552 -6.261 3.482 0.08
H 0.852 -7.647 2.535 0.07
H 0.396 -7.303 4.219 0.07
H -1.389 -6.403 2.533 0.12
H -1.475 -4.133 3.231 0.12
H 0.206 -4.020 3.730 0.12
H -2.224 -5.881 6.231 0.08
H -2.152 -6.704 4.664 0.09
H -2.905 -5.063 4.803 0.09
H -0.082 -5.874 0.726 0.06
H 0.850 -4.817 1.558 0.06
C -7.932 0.667 2.474 -0.05
C -7.101 1.303 3.572 -0.46
C -5.691 1.198 3.051 -0.29
O -5.279 -0.092 2.826 -0.18
C -3.946 -0.134 2.349 -0.09
N -7.338 2.663 3.973 0.06
H -7.540 -0.332 2.312 0.07
H -7.793 1.251 1.543 0.07
H -9.006 0.693 2.676 0.08
H -7.091 0.563 4.402 0.15
H -5.023 1.688 3.785 0.13
H -5.612 1.766 2.102 0.13
H -3.221 0.208 3.099 0.09
H -3.810 0.543 1.487 0.08
H -3.712 -1.122 1.975 0.07
H -8.250 2.755 4.348 0.07
H -6.569 3.096 4.446 0.07
C 6.254 1.153 2.913 -0.04
C 4.811 1.189 2.407 -0.41
C 4.034 1.916 3.489 -0.22
O 4.155 1.262 4.774 -0.20
C 3.484 2.110 5.658 -0.15
N 4.516 1.997 1.190 0.06
H 6.476 0.346 3.595 0.08
H 6.423 2.120 3.433 0.09
H 6.972 1.152 2.064 0.07
H 4.422 0.197 2.206 0.11
H 2.978 1.998 3.133 0.14
H 4.592 2.856 3.592 0.11
H 3.934 1.954 6.636 0.09
H 2.417 1.980 5.824 0.08
H 3.661 3.165 5.448 0.09
H 5.062 1.786 0.358 0.04
H 3.555 1.759 0.878 0.04
C 5.526 -2.175 -0.167 -0.05
C 4.108 -1.793 -0.561 -0.41
C 3.999 -1.754 -2.050 -0.24
O 2.680 -1.426 -2.427 -0.22
C 2.433 -1.406 -3.866 -0.06
N 3.183 -2.823 0.027 0.08
H 5.539 -2.594 0.847 0.08
H 6.316 -1.405 -0.229 0.08
H 5.911 -2.958 -0.821 0.08
H 3.870 -0.782 -0.184 0.12
H 4.211 -2.787 -2.344 0.13
H 4.781 -1.063 -2.420 0.13
H 3.028 -2.202 -4.341 0.10
H 2.726 -0.438 -4.297 0.07
H 1.388 -1.646 -3.995 0.04
H 2.287 -2.402 0.161 0.05
H 3.603 -3.155 0.884 0.07
C 0.260 2.519 -1.485 -0.04
C 0.293 1.380 -0.446 -0.43
C -0.188 0.105 -1.080 -0.17
O -0.224 -0.938 -0.065 -0.19
C -0.785 -2.060 -0.669 -0.13
N 1.575 1.223 0.139 0.08
H -0.668 2.492 -2.040 0.05
H 1.082 2.368 -2.198 0.06
H 0.453 3.491 -0.998 0.04
H -0.509 1.672 0.252 0.15
H 0.506 -0.185 -1.902 0.13
H -1.204 0.191 -1.460 0.11
H -0.311 -2.265 -1.640 0.06
H -1.849 -1.899 -0.905 0.06
H -0.658 -2.934 -0.003 0.08
H 1.523 0.642 0.954 0.04
H 2.101 0.707 -0.555 0.07
C 1.646 5.636 -3.779 -0.52
O 0.599 5.316 -4.367 -0.02
N 2.802 6.003 -4.619 0.12
N 1.828 5.773 -2.378 0.17
H 2.611 6.062 -5.593 0.07
H 3.513 6.597 -4.213 0.08
H 2.753 6.025 -2.000 0.11
H 1.015 5.789 -1.781 0.05
C -3.402 4.385 -3.344 -0.51
O -4.086 5.283 -2.803 -0.03
N -1.990 4.324 -3.320 0.16
N -4.057 3.250 -4.079 0.10
H -1.539 5.115 -2.854 0.07
H -1.384 3.638 -3.815 0.05
H -3.596 2.439 -4.507 0.07
H -5.061 3.360 -4.140 0.08
C 2.308 5.311 1.507 -0.57
O 1.912 6.500 1.616 -0.04
N 3.680 5.053 1.619 0.15
N 1.449 4.197 1.290 0.17
H 4.216 5.905 1.721 0.10
H 4.119 4.152 1.738 0.04
H 0.565 4.542 0.909 0.06
H 1.805 3.309 0.970 0.03
C -0.277 1.560 -5.323 -0.51
O -1.204 1.748 -4.504 -0.05
N 0.487 2.713 -5.793 0.15
N -0.012 0.291 -5.878 0.17
H 0.909 2.730 -6.728 0.10
H 0.162 3.607 -5.442 0.04
H 0.959 0.116 -6.082 0.08
H -0.368 -0.526 -5.399 0.03
C 1.433 -5.596 -2.284 -0.61
O 0.845 -6.530 -2.837 -0.01
N 1.325 -4.252 -2.752 0.17
N 2.306 -5.747 -1.228 0.14
H 1.777 -3.479 -2.271 0.05
H 0.612 -3.999 -3.377 0.03
H 2.637 -6.635 -0.841 0.11
H 2.629 -4.932 -0.727 0.04
C -1.318 6.516 -0.156 -0.52
O -0.603 5.603 -0.593 -0.05
N -0.835 7.211 1.028 0.15
N -2.535 6.794 -0.805 0.15
H -1.405 7.745 1.663 0.08
H 0.111 7.085 1.285 0.02
H -3.240 7.485 -0.547 0.10
H -3.021 6.072 -1.330 0.04
C -1.697 -2.359 -4.113 -0.50
O -0.594 -2.223 -4.698 -0.06
N -2.554 -1.261 -3.899 0.18
N -2.020 -3.733 -3.656 0.15
H -2.249 -0.343 -4.267 0.08
H -3.375 -1.173 -3.304 0.08
H -3.007 -3.975 -3.513 0.10
H -1.334 -4.446 -3.809 0.07
C -4.636 0.281 -1.008 -0.61
O -3.916 -0.723 -1.079 -0.01
N -4.312 1.482 -1.634 0.17
N -5.906 0.231 -0.443 0.18
H -4.957 2.271 -1.738 0.10
H -3.646 1.535 -2.358 0.05
H -6.365 1.054 -0.112 0.07
H -5.976 -0.504 0.230 0.07
C 1.406 -0.671 3.439 -0.52
O 2.119 -0.552 2.414 -0.03
N 1.853 -0.444 4.769 0.15
N 0.023 -1.020 3.280 0.15
H 1.413 -0.987 5.508 0.10
H 2.800 -0.066 4.931 0.07
H -0.666 -1.126 4.010 0.09
H -0.297 -1.044 2.326 0.07

70
Properties=species:S:1:pos:R:3:lowdin_charge:R:1 method="wB97M-V/def2-TZVPD" e_tot_ha=-2670.98506 e_above_lowest_ev=0.367 fmax_ev_per_a=0.61 total_charge=-2 e_lumo_ha=0.139
Mg 0.232 0.555 -0.999 0.64
S 2.008 -2.352 -7.772 0.87
N 2.515 -2.754 -6.275 -0.27
C 1.966 -1.889 -5.425 -0.33
C 2.118 -1.862 -4.015 -0.14
C 3.002 -2.740 -3.277 -0.05
C 3.056 -2.698 -1.944 -0.06
C 2.163 -1.803 -1.124 -0.25
N 1.364 -0.872 -1.942 0.03
C 1.396 -0.931 -3.257 -0.18
C 0.630 0.132 -3.963 -0.10
N 0.120 1.107 -3.192 0.11
C -0.549 2.097 -3.763 -0.07
C -0.767 2.164 -5.136 -0.04
C -0.239 1.175 -5.937 -0.01
C 0.486 0.140 -5.352 -0.09
C 1.138 -0.917 -6.108 -0.32
N 1.078 -1.065 -7.409 -0.25
H 3.636 -3.411 -3.845 0.10
H 3.731 -3.346 -1.398 0.10
H 1.475 -2.432 -0.542 0.14
H -0.925 2.868 -3.099 0.12
H -1.337 2.982 -5.554 0.10
H -0.365 1.184 -7.013 0.11
O -3.340 5.213 -0.168 0.08
C -2.613 4.251 -0.280 -0.28
C -3.047 2.828 -0.557 -0.31
O -4.193 2.450 -0.731 0.06
C -1.813 2.035 -0.616 -0.31
C -0.674 2.879 -0.418 -0.33
O 0.528 2.436 -0.461 -0.07
C -1.102 4.266 -0.221 -0.32
O -0.402 5.255 -0.074 0.05
O -1.706 0.783 -0.862 -0.06
C 4.628 -1.934 1.520 -0.13
C 4.297 -1.472 0.312 -0.08
C 2.924 -0.957 -0.030 -0.21
N 2.093 -0.816 1.183 -0.07
C 2.470 -1.356 2.382 -0.09
C 3.673 -1.918 2.613 -0.12
H 5.631 -2.308 1.697 0.09
H 5.017 -1.460 -0.498 0.10
H 3.024 0.036 -0.486 0.14
H 1.709 -1.288 3.150 0.12
H 3.914 -2.314 3.588 0.07
C 0.757 -0.408 0.967 -0.11
C -0.155 -0.235 1.852 -0.04
C -1.144 -0.132 2.744 -0.16
C -1.478 1.192 3.317 -0.17
C -2.727 1.469 3.884 -0.05
C -3.037 2.737 4.360 -0.11
C -2.116 3.770 4.271 -0.12
C -0.880 3.519 3.685 -0.09
C -0.566 2.252 3.223 -0.03
C -1.866 -1.373 3.131 -0.17
C -2.031 -2.419 2.215 -0.03
C -2.596 -3.627 2.589 -0.10
C -3.024 -3.835 3.897 -0.13
C -2.881 -2.805 4.816 -0.12
C -2.314 -1.594 4.439 -0.06
H -3.478 0.690 3.918 0.10
H -4.017 2.922 4.786 0.09
H -2.366 4.763 4.625 0.09
H -0.160 4.321 3.572 0.10
H 0.392 2.070 2.748 0.11
H -1.700 -2.260 1.195 0.12
H -2.705 -4.416 1.855 0.09
H -3.458 -4.784 4.192 0.08
H -3.205 -2.947 5.841 0.09
H -2.192 -0.811 5.177 0.10